{"formula": "C3H7ClN5O2", "method": "ωB97M-V with the def2-TZVPD basis set", "symbols": ["C", "C", "C", "N", "N", "N", "N", "N", "O", "O", "Cl", "H", "H", "H", "H", "H", "H", "H"], "positions_angstrom": [[-1.25135, 1.15820, -0.72824], [-2.26071, 0.22676, -0.35850], [0.27921, -0.97579, 1.22750], [-0.15733, 1.46724, -0.98426], [-2.60892, -0.69802, -1.14493], [1.05134, -0.02683, 1.17478], [-0.42491, -1.90581, 1.08152], [2.93705, 0.89225, -0.22801], [0.91996, 2.01310, -1.11640], [-3.45749, -1.60953, -0.67474], [-2.75314, 0.27240, 1.30032], [0.87974, 0.77141, 1.73434], [-1.11519, -2.60073, 1.36148], [3.87388, 0.62106, 0.08641], [2.68159, 1.77190, -0.50990], [2.09293, 0.42101, 0.38393], [2.82486, 0.48000, -1.22035], [-3.51153, -2.27861, -1.38494]], "e_above_lowest_ev": 0.0000, "total_charge": 1, "e_lumo_ha": -0.124, "fmax_ev_per_a": 5.251, "multiplicity": 1}

=====

{"formula": "C4H8F2N2", "method": "ωB97M-V with the def2-TZVPD basis set", "symbols": ["C", "C", "C", "C", "N", "N", "F", "F", "H", "H", "H", "H", "H", "H", "H", "H"], "positions_angstrom": [[-0.79580, 1.51303, -0.12791], [0.18738, 0.63385, -0.87187], [-0.56413, -0.27029, 1.34632], [1.44653, -1.34399, -0.45007], [-1.54111, 0.54967, 0.73104], [1.02728, -0.04835, 0.06246], [-0.14443, 0.12439, 2.53668], [-0.70115, -1.61485, 1.45506], [-0.35328, 2.36512, 0.61164], [-1.47205, 1.98694, -0.67438], [-0.39889, 0.01128, -1.55794], [0.93447, 1.14222, -1.46904], [1.50132, -1.27350, -1.67202], [2.36128, -1.62181, 0.03060], [0.69395, -2.04939, -0.27327], [-2.18137, -0.10432, 0.32268]], "e_above_lowest_ev": 2.3968, "e_lumo_ha": 0.036, "fmax_ev_per_a": 4.975, "multiplicity": 1}

=====

{"formula": "C34H17Br3F9N2OPSr", "method": "ωB97M-V with the def2-TZVPD basis set", "symbols": ["Sr", "Br", "C", "C", "C", "N", "C", "C", "C", "C", "C", "Br", "C", "C", "N", "H", "H", "H", "H", "H", "H", "F", "C", "C", "F", "C", "F", "C", "P", "C", "C", "C", "C", "C", "C", "C", "C", "C", "C", "C", "C", "C", "Br", "C", "F", "H", "H", "H", "H", "H", "H", "H", "H", "H", "H", "F", "C", "C", "F", "C", "F", "C", "O", "C", "F", "C", "F", "H"], "positions_angstrom": [[-0.42717, -0.61894, -1.75991], [6.81363, -0.13304, -1.75991], [4.92913, -0.30744, -1.75991], [4.36273, -1.56794, -1.75991], [2.99053, -1.63044, -1.75991], [2.19463, -0.54004, -1.75991], [2.73583, 0.72496, -1.75991], [4.13083, 0.83886, -1.75991], [1.82803, 1.97366, -1.75991], [2.36663, 3.26556, -1.75991], [1.52233, 4.37846, -1.75991], [2.26963, 6.11736, -1.75991], [0.14863, 4.22846, -1.75991], [-0.33407, 2.94246, -1.75991], [0.45773, 1.84896, -1.75991], [4.95953, -2.47174, -1.75991], [2.46723, -2.58234, -1.75991], [4.62933, 1.79916, -1.75991], [3.43383, 3.44356, -1.75991], [-0.52697, 5.07496, -1.75991], [-1.40097, 2.73826, -1.75991], [1.53083, -6.74414, 2.75799], [1.14573, -5.50544, 2.42009], [0.90663, -4.56204, 3.39699], [1.06563, -4.88124, 4.68959], [0.50993, -3.27434, 3.04439], [0.33453, -2.39704, 4.04289], [0.32733, -2.88694, 1.69669], [-0.24647, -1.17514, 1.28289], [-1.83647, -1.12014, 2.16069], [-2.00537, -0.80954, 3.51589], [-3.27317, -0.81694, 4.10769], [-4.39727, -1.13804, 3.35289], [-4.25507, -1.45144, 2.00569], [-2.98737, -1.44214, 1.41679], [0.95253, -0.10954, 2.13489], [2.32253, -0.43404, 2.11679], [3.27693, 0.39486, 2.71339], [2.88273, 1.57896, 3.32539], [1.53903, 1.94126, 3.32199], [0.58693, 1.11306, 2.71689], [0.60593, -3.86704, 0.71059], [0.52453, -3.54794, -1.17511], [1.00403, -5.16184, 1.08539], [1.26493, -6.09174, 0.15339], [-1.15277, -0.56884, 4.14639], [-3.37747, -0.57624, 5.16279], [-5.38097, -1.14604, 3.81479], [-5.12827, -1.70454, 1.40989], [-2.91077, -1.69254, 0.35949], [2.67773, -1.33314, 1.61839], [4.32803, 0.11856, 2.68739], [3.62273, 2.22626, 3.78819], [1.22893, 2.87696, 3.78019], [-0.44787, 1.44896, 2.70209], [-4.59117, 3.33036, -6.18171], [-4.07287, 2.72786, -5.09991], [-2.94877, 1.93546, -5.21761], [-2.37447, 1.76916, -6.42021], [-2.41157, 1.30986, -4.09051], [-1.31397, 0.55146, -4.27861], [-2.96607, 1.44146, -2.79021], [-2.47237, 0.86756, -1.75991], [-4.11877, 2.26836, -2.73851], [-4.74327, 2.47686, -1.56291], [-4.66027, 2.89646, -3.86221], [-5.75407, 3.66666, -3.74381], [-2.36207, -2.02524, -1.75991]], "e_above_lowest_ev": 0.0000, "e_lumo_ha": -0.052, "fmax_ev_per_a": 2.353, "multiplicity": 1}

=====

{"formula": "C4H8N2O", "method": "ωB97M-V with the def2-TZVPD basis set", "symbols": ["C", "C", "C", "C", "N", "N", "O", "H", "H", "H", "H", "H", "H", "H", "H"], "positions_angstrom": [[1.69409, 1.31742, 0.24731], [-0.99236, -1.21471, 0.88112], [0.66935, 2.13314, 1.19669], [-1.75177, -2.22434, 0.04949], [1.30648, 0.52814, -0.64078], [1.19421, -0.17600, -1.53405], [-1.35403, -0.09732, 1.10932], [2.69233, 1.28650, 0.57796], [0.07691, -1.37357, 1.07409], [0.47358, 1.49702, 2.07382], [-0.26520, 2.27905, 0.70028], [1.15288, 3.01118, 1.65326], [-1.20223, -3.19340, 0.08101], [-1.63625, -1.95945, -0.99434], [-2.76385, -2.22149, 0.13207]], "e_above_lowest_ev": 4.1441, "e_lumo_ha": 0.028, "fmax_ev_per_a": 5.032, "multiplicity": 1}

=====

{"formula": "CH3N3OS", "method": "ωB97M-V with the def2-TZVPD basis set", "symbols": ["C", "N", "N", "N", "O", "S", "H", "H", "H"], "positions_angstrom": [[-0.02191, 0.28741, 0.40444], [0.03605, 1.70409, 0.16956], [-0.70794, 2.40872, -0.39768], [-0.81218, -0.32176, -0.61651], [-2.79765, -0.44638, 0.98502], [-2.50006, -0.06608, -0.36793], [0.98394, -0.22179, 0.51014], [-0.56806, 0.08566, 1.25658], [-0.59804, 0.04997, -1.51779]], "e_above_lowest_ev": 0.0000, "e_lumo_ha": [0.029, -0.038], "fmax_ev_per_a": 2.729, "multiplicity": 3, "s2": 2.01}

=====

{"formula": "C5H11N", "method": "ωB97M-V with the def2-TZVPD basis set", "symbols": ["C", "C", "C", "C", "N", "C", "H", "H", "H", "H", "H", "H", "H", "H", "H", "H", "H"], "positions_angstrom": [[0.29902, 1.15094, 1.61922], [0.24305, 0.48636, 0.45950], [0.61766, -0.95828, 0.31803], [-0.51914, -1.92182, 0.65511], [-0.23743, 1.07593, -0.69702], [-0.25556, 0.49921, -2.03334], [-0.16003, 2.13121, 1.69917], [0.79707, 0.72068, 2.47540], [0.96648, -1.16549, -0.69625], [1.48781, -1.25219, 0.90780], [-1.18900, -1.74429, 1.47705], [-1.17132, -1.96690, -0.22558], [-0.17064, -2.94262, 0.84002], [-0.82782, 1.88427, -0.64566], [0.73095, 0.44592, -2.50931], [-0.77447, 1.21404, -2.67521], [-0.74885, -0.47430, -2.02344]], "e_above_lowest_ev": 1.0620, "e_lumo_ha": 0.038, "fmax_ev_per_a": 1.539, "multiplicity": 1}